No. 1
14
Properties=species:S:1:pos:R:3:forces:R:3:nbo_charge:R:1 method="wB97M-V/def2-TZVPD" smiles="CO[C@@](O)(C=O)OO" gap_ev=10.627 e_homo_ev=-9.93 total_energy_ha=-493.9861 lumo_energy_ev=0.70 de_lowest_kcal_mol=103.3
C -0.721106 0.289798 -1.816015 -0.1541 -0.0032 -0.1750 -0.266
O -0.987846 0.183942 -0.414047 0.3167 -0.1377 0.0592 -0.513
C 0.100653 0.336572 0.388941 0.1424 -0.9665 0.8898 0.634
O 0.739497 1.533210 0.276084 0.1010 -0.0597 0.1903 -0.693
C -0.282738 0.051746 1.848930 -0.4376 0.7067 -0.2819 0.411
O 0.086696 0.802510 2.712802 -0.0569 -0.2317 0.0471 -0.520
O 1.151137 -0.676166 0.192288 0.7220 1.0411 -0.6842 -0.302
O 0.605109 -1.989274 0.174947 -1.1975 -0.1603 0.1765 -0.464
H -1.662435 0.602016 -2.276092 0.2382 -0.0483 0.0495 0.197
H 0.054358 1.032218 -2.003624 -0.0790 0.0048 -0.0455 0.197
H -0.417126 -0.679458 -2.222782 -0.0137 0.1068 0.1246 0.186
H 0.855839 1.877638 1.191307 -0.0469 -0.2858 -0.4464 0.508
H -0.890786 -0.845140 2.010870 0.0655 -0.1093 0.1853 0.151
H 1.368746 -2.519615 -0.063610 0.4002 0.1429 -0.0893 0.474

***

No. 2
83
Properties=species:S:1:pos:R:3:forces:R:3:lowdin_charge:R:1 method="wB97M-V/def2-TZVPD" gap_ev="5.079 / 6.988" e_homo_ev="-7.93 / -9.82" total_energy_ha=-7545.8454 lumo_energy_ev="-2.85 / -2.83" total_charge=+1 spin_multiplicity=3 de_lowest_kcal_mol=29.4
Ti 0.264010 -0.228238 -0.057341 0.3006 0.3333 3.0620 0.566
C 4.020358 0.089451 1.632224 0.0687 -0.0445 0.0138 -0.289
As 2.108334 0.048720 1.926638 -0.1607 0.3484 -0.0806 1.142
C 2.060660 -0.987429 3.562772 -0.0156 -0.1052 0.0841 -0.271
C 1.792767 1.826623 2.679813 0.0905 -0.0268 0.0555 -0.393
C 2.831865 2.533558 3.283468 -0.0630 0.0700 -0.0224 -0.099
C 2.615425 3.789216 3.828992 -0.0247 0.0135 0.0015 -0.065
C 1.347849 4.353304 3.782724 0.0283 -0.0031 0.0034 -0.064
C 0.306145 3.650979 3.198988 0.0775 -0.0072 -0.0048 -0.105
C 0.516073 2.390175 2.642495 -0.1000 0.0486 0.0952 -0.399
As -1.019766 1.425950 1.912220 0.4158 0.0192 -0.1002 1.158
C -2.057528 2.893030 1.196631 -0.1070 0.0056 -0.0270 -0.298
C -1.978134 1.139704 3.580033 -0.0696 -0.0831 0.0683 -0.282
H 4.261614 0.791297 0.838508 0.0169 0.0474 -0.0359 0.041
H 4.338819 -0.905697 1.331627 0.0581 -0.0525 -0.0142 0.027
H 4.543725 0.358758 2.544666 0.0857 -0.0015 0.0263 0.023
H 2.796029 -0.586023 4.256069 0.0127 -0.0319 0.0917 0.037
H 2.283428 -2.032125 3.348888 0.0035 -0.0241 0.0159 0.026
H 1.069945 -0.918050 4.008295 -0.0092 0.0009 0.0108 0.008
H 3.826698 2.113353 3.329973 0.0230 0.0052 -0.0022 0.088
H 3.436120 4.325909 4.288250 -0.0252 -0.0078 -0.0147 0.111
H 1.170486 5.336259 4.200996 0.0114 -0.0294 -0.0080 0.112
H -0.679484 4.099394 3.172764 -0.0033 0.0040 0.0033 0.096
H -2.548324 3.432668 2.003574 -0.0339 0.0717 -0.0148 0.031
H -2.802108 2.495400 0.511293 -0.0460 0.0065 -0.0081 0.015
H -1.403279 3.550746 0.632252 0.0252 0.0114 -0.0164 0.022
H -2.005349 2.080263 4.125755 -0.0469 -0.0028 0.0864 0.030
H -1.485660 0.383248 4.189802 0.0104 0.0124 0.0062 0.011
H -2.995627 0.817608 3.360685 -0.0330 -0.0092 0.0291 0.031
I -1.949456 3.488099 -2.776572 -0.0587 0.0504 0.0550 0.948
C -0.122093 2.534908 -3.002375 -0.0277 0.0985 -0.1708 -0.651
C 0.637927 2.758002 -4.160153 0.0531 -0.0735 0.0927 -0.222
C 1.830539 2.103896 -4.353866 -0.0553 0.0525 -0.0441 -0.674
I 2.909585 2.516880 -6.084876 0.0541 0.0196 -0.0991 0.945
C 2.306442 1.164698 -3.410459 0.1784 -0.1527 0.0525 -0.209
C 3.504481 0.404250 -3.527071 -0.1689 0.0841 0.0468 -0.041
C 3.823593 -0.496859 -2.538942 0.1248 0.0181 -0.1111 -0.055
C 2.984268 -0.680442 -1.447188 -0.5572 0.3911 0.1045 -0.166
N 1.835041 0.020085 -1.272496 1.0168 0.1631 -1.3223 -0.076
C 1.518918 0.955144 -2.260076 0.2910 -0.2926 0.1106 -0.146
C 0.318527 1.666418 -2.026780 -0.1534 -0.0579 0.4145 -0.408
O -0.304894 1.414269 -0.875551 0.0541 0.8739 -1.0741 -0.316
H 0.280199 3.459007 -4.902219 -0.0060 -0.0197 0.0204 0.080
H 4.143672 0.531081 -4.389748 -0.0216 0.0134 0.0266 0.061
H 4.727451 -1.090051 -2.608447 -0.0515 0.0309 0.0057 0.113
H 3.210502 -1.416401 -0.689702 0.0027 -0.0692 0.0733 0.088
C 0.082765 -5.776358 3.296369 0.0239 0.0147 0.0347 -0.059
C -0.869507 -5.403564 2.167735 -0.0636 0.1438 0.0306 -0.194
N -1.119004 -3.958146 2.055962 0.0339 -0.0620 0.0374 -0.071
C -2.202619 -3.393176 2.859507 0.0606 -0.0771 0.0065 -0.190
C -1.752130 -2.781329 4.184083 0.0210 -0.0022 0.0081 -0.058
C -0.328772 -3.146809 1.323157 -0.0130 0.1051 0.0230 -0.400
C 0.739721 -3.778155 0.475423 -0.0381 -0.0212 0.0147 0.008
N -0.443752 -1.846333 1.292137 -0.1274 -0.6429 -0.0229 0.012
H 0.321191 -6.840344 3.252149 -0.0261 0.0415 0.0030 0.085
H -0.358324 -5.573160 4.272868 0.0217 0.0090 -0.0326 0.070
H 1.017631 -5.215768 3.225784 -0.0285 -0.0361 -0.0022 0.071
H -1.838497 -5.875070 2.326443 -0.0088 -0.0377 -0.0199 0.121
H -0.504110 -5.777604 1.215521 0.0411 0.0125 -0.0398 0.109
H -2.910043 -4.200339 3.042028 -0.0379 0.0217 0.0215 0.122
H -2.735575 -2.656577 2.252962 -0.0066 0.0259 -0.0205 0.115
H -1.456030 -3.552775 4.894004 0.0127 0.0104 -0.0221 0.073
H -2.564116 -2.206608 4.631844 0.0060 -0.0288 -0.0054 0.083
H -0.898730 -2.115459 4.044566 -0.0348 -0.0043 -0.0078 0.046
H 0.299395 -4.387282 -0.316560 0.0025 0.0112 0.0175 0.098
H 1.394031 -4.419639 1.065150 -0.0050 0.0019 0.0021 0.088
H 1.338396 -2.993539 0.020719 0.0293 0.0593 -0.0183 0.055
H -1.176191 -1.512273 1.906681 0.0116 0.0305 0.0846 0.013
N -4.331854 -3.889056 -3.939859 -0.0571 0.0275 -0.0499 0.183
C -2.996511 -4.081452 -3.823284 0.2304 0.2305 0.3312 -0.491
O -2.404897 -5.029626 -4.283638 0.0090 -0.1357 -0.1263 0.088
C -2.230104 -3.053899 -3.002098 -0.4753 -0.3685 -0.3615 -0.110
C -0.871499 -2.965129 -3.199029 0.5665 0.1488 -0.0144 0.037
C -0.134320 -2.079908 -2.425428 0.1065 -0.3487 -0.3812 -0.068
N -0.684021 -1.323107 -1.477197 -0.8232 -1.1350 -1.2589 -0.052
C -2.006289 -1.393176 -1.318549 -0.4552 -0.0470 -0.0877 -0.098
C -2.813918 -2.239310 -2.050415 -0.1826 0.3162 0.2337 0.017
H -4.827944 -4.524169 -4.544220 -0.0166 -0.0003 0.0064 0.122
H -4.758181 -3.000102 -3.746851 0.0313 -0.0103 -0.0271 0.101
H -0.392867 -3.588077 -3.943117 -0.0019 0.0202 0.0427 0.134
H 0.935874 -1.983032 -2.554572 0.0206 -0.0236 -0.0275 0.118
H -2.435735 -0.743435 -0.568905 -0.0411 0.0502 0.1596 0.116
H -3.875857 -2.263653 -1.840604 0.0489 0.0013 -0.0168 0.120

***

No. 3
68
Properties=species:S:1:pos:R:3:forces:R:3:nbo_charge:R:1 method="wB97M-V/def2-TZVPD" gap_ev="6.904 / 5.935" e_homo_ev="-9.75 / -10.29" total_energy_ha=-4292.9927 lumo_energy_ev="-2.85 / -4.35" total_charge=+1 spin_multiplicity=3 de_lowest_kcal_mol=0.0
Au -0.980695 0.441274 0.453442 -1.8523 -0.7344 -0.9125 0.539
C -2.650454 -1.399331 2.254244 0.2380 1.9779 -0.4264 0.172
C -2.857166 -0.067624 1.648989 0.0340 -1.1168 0.0909 -0.343
C -4.105035 -1.678785 0.492192 0.6252 -1.3312 1.6602 -0.059
C -3.348481 -2.354431 1.515012 -1.9617 0.2676 -1.9235 0.057
C -3.890103 -0.312665 0.603001 1.1446 0.3238 0.8313 0.199
C -1.926161 -1.686966 3.502713 0.3638 0.0549 0.5952 -0.689
H -1.310779 -0.843845 3.847206 -0.2323 -0.2033 -0.1422 0.228
H -1.274482 -2.572071 3.420082 -0.2791 0.2210 -0.0331 0.241
H -2.668371 -1.900851 4.294741 0.3016 0.0036 -0.1825 0.256
C -3.460506 -3.808850 1.778594 0.1030 -0.3155 0.1772 -0.668
H -2.784147 -4.120027 2.578612 -0.1058 -0.0460 -0.1063 0.225
H -3.232963 -4.410055 0.888627 -0.0311 0.1940 0.1186 0.249
H -4.489015 -4.059023 2.086951 0.2787 0.0642 -0.0944 0.241
C -5.036127 -2.354661 -0.430963 -0.3591 -0.2488 -0.6086 -0.653
H -5.963636 -2.672661 0.075647 0.2990 0.1189 -0.1079 0.237
H -4.582395 -3.256822 -0.864640 -0.0929 0.2061 0.0719 0.238
H -5.321122 -1.685973 -1.253934 0.0037 -0.2595 0.1620 0.223
C -4.586955 0.737191 -0.168965 -0.0347 0.3501 -0.1375 -0.687
H -5.623468 0.863854 0.178910 0.1892 -0.0935 -0.0553 0.254
H -4.637122 0.464219 -1.230269 -0.0282 0.0905 0.1542 0.238
H -4.089394 1.708606 -0.070748 -0.0907 -0.2043 -0.0610 0.228
C -2.945021 1.158996 2.509072 -0.1682 0.4322 0.3875 -0.649
H -3.855732 1.175878 3.122763 0.0728 0.0305 -0.0289 0.206
H -2.947310 2.052589 1.876594 0.0245 0.0182 0.3237 0.217
H -2.084954 1.206901 3.183493 -0.1561 0.2134 -0.0351 0.216
C 4.158846 0.185150 -0.551759 0.7633 -0.3589 0.7979 -0.225
C 4.160697 0.832911 0.621802 1.3752 -0.5348 0.1427 -0.174
C 4.336044 2.309147 0.825347 0.4112 0.3618 0.1596 -0.461
C 3.801515 3.185272 -0.326622 0.5391 -0.3087 0.6740 -0.444
C 2.551905 2.706591 -1.002186 0.2477 0.2231 -1.4594 -0.213
C 2.581740 2.139830 -2.234380 0.3629 1.0020 0.2546 -0.181
C 3.749459 1.395236 -2.821784 0.4989 0.3049 -0.6607 -0.459
C 4.725184 0.707071 -1.836396 -0.1805 0.3246 -0.6453 -0.453
H 5.410197 2.543773 0.968749 -0.3812 -0.1211 0.0231 0.240
H 4.598597 3.306946 -1.070343 -0.2990 0.1056 0.1308 0.212
H 3.859223 2.614768 1.774249 0.0701 -0.2700 -0.3109 0.219
H 5.543923 1.401325 -1.608222 -0.1407 -0.2864 -0.0180 0.219
H 3.912102 -0.883224 -0.577785 0.4465 0.2512 0.3302 0.193
H 4.269332 0.248541 1.552521 -0.7825 0.1777 -0.5638 0.215
H 5.153787 -0.163595 -2.370522 -0.0050 0.5374 0.3036 0.235
H 3.378775 0.628691 -3.535975 -0.0642 0.5065 0.3851 0.218
H 1.810696 2.314474 -2.992019 -0.1668 -0.6339 0.7140 0.202
H 4.334599 2.102255 -3.449475 -0.2182 -0.4050 0.1734 0.244
H 3.574134 4.180428 0.099110 0.1975 -0.3395 -0.3643 0.236
H 1.636833 3.038063 -0.526427 -0.1362 0.2487 -0.4181 0.202
P 1.024347 -1.145566 0.332828 -0.9429 0.0328 0.4514 1.170
C 1.813720 -2.741562 0.640782 0.2649 -0.2684 -0.4089 -0.991
C 1.629577 -0.129130 1.750153 0.1327 0.6908 0.3358 -1.005
P -0.103476 0.693712 -1.777106 -1.2901 -0.9957 1.9363 0.911
C 1.390002 -0.362543 -1.286433 0.5174 0.4390 -0.5542 -1.126
C -0.449366 2.494036 -1.929771 0.7596 0.7817 -0.3474 -0.916
C -0.962049 -0.065214 -3.193693 0.0876 -0.0584 0.0684 -0.963
H 1.248635 -3.494866 0.076858 0.4802 0.1271 0.2031 0.281
H 1.736040 -2.953937 1.719758 0.0653 0.1194 -0.4359 0.258
H 2.868652 -2.699341 0.330961 -0.2072 -0.2211 0.2293 0.242
H 2.177662 0.760450 1.364998 -0.5661 -0.6833 0.4590 0.275
H 2.284694 -0.734353 2.421119 -0.4195 0.5339 -0.5248 0.253
H 0.746684 0.232919 2.329877 0.6802 -0.3551 -0.2425 0.240
H -0.418653 0.088980 -4.139203 -0.1165 -0.0426 0.3215 0.245
H -1.933255 0.439886 -3.249431 0.1481 -0.2075 -0.1061 0.248
H -1.110712 -1.136292 -2.991869 0.0843 0.4391 -0.1550 0.287
H 1.701892 -1.111843 -2.022806 -0.2200 0.1534 -0.0676 0.276
H 2.221837 0.321413 -1.128833 -0.2782 -0.2547 -0.0087 0.345
H -1.483949 2.585930 -2.306207 0.3964 -0.3900 0.2254 0.265
H 0.206661 3.063959 -2.591575 -0.3023 0.0320 0.0437 0.234
H -0.414790 2.927044 -0.922368 -0.0361 -0.0939 -0.4796 0.251
Br -1.070148 -2.452201 -0.657288 -0.0621 -0.5766 -0.3089 -0.519

***

No. 4
31
Properties=species:S:1:pos:R:3:forces:R:3:nbo_charge:R:1 method="wB97M-V/def2-TZVPD" gap_ev=2.309 e_homo_ev=-9.61 total_energy_ha=-3201.8261 lumo_energy_ev=-7.30 de_lowest_kcal_mol=267.4
Pb -0.701708 -0.139624 0.534945 0.2004 0.0428 -0.1440 1.634
N 2.428152 1.676976 4.109925 1.0804 -0.2954 3.9459 -1.000
S 3.754202 2.525586 4.106255 3.3562 4.4153 -5.1972 2.341
O 5.034742 1.881406 4.282525 -1.4316 0.1315 0.7491 -0.860
O 3.651862 3.941226 4.489795 -0.1256 -2.8022 -0.3027 -0.852
F 3.677742 2.569556 2.472945 0.2731 0.5212 0.0393 -0.544
S 2.571322 1.428796 5.778625 -6.1717 -1.0973 2.9926 2.322
O 2.183592 2.567726 6.620005 1.5925 -1.6535 -1.8982 -0.846
O 3.416362 0.405706 6.274855 1.3228 0.4733 -0.4474 -0.856
F 1.178252 0.586426 5.790145 -0.2106 0.1472 -0.1903 -0.545
N 0.400682 -1.000534 -4.321335 -1.4509 -3.8522 -0.1034 -1.063
S -0.279978 -2.298734 -5.164955 -3.6460 -2.7997 0.0548 2.363
O 0.427272 -3.549194 -5.174185 0.5418 1.5074 0.1595 -0.868
O -1.183468 -2.052464 -6.290095 2.3705 0.5685 1.4655 -0.857
F -1.344308 -2.525874 -4.027525 -0.5070 -0.2130 1.0734 -0.522
S 0.978582 -0.324984 -5.547795 3.4326 7.1170 -3.6495 2.405
O 0.041462 0.628586 -6.153675 1.2918 -1.9821 0.4307 -0.872
O 1.976602 -1.007094 -6.352715 -1.9741 -0.0877 0.7167 -0.858
F 1.934082 0.702486 -4.750885 -0.1423 -0.1901 0.2977 -0.526
O -4.186858 -2.031684 3.162745 0.3427 0.1991 -0.2608 -0.958
H -5.046618 -1.641024 3.319045 -0.2266 0.1545 0.0823 0.479
H -4.326538 -2.971974 3.274905 0.0099 -0.2860 0.0668 0.480
O -5.369258 0.601306 -1.504665 0.3519 -0.0491 0.2317 -0.952
H -5.939928 -0.153264 -1.359135 -0.1564 -0.2174 -0.0234 0.472
H -5.953338 1.283666 -1.835515 -0.0944 0.2340 -0.1406 0.480
O -1.157598 4.441316 -1.807765 -0.0638 -0.3416 0.2268 -0.956
H -0.608048 4.579346 -2.579235 0.1612 -0.0162 -0.2685 0.481
H -1.420948 5.321786 -1.540075 -0.0794 0.2254 0.1026 0.476
O 1.068822 -4.836014 1.314405 -0.2213 0.3655 -0.0285 -0.958
H 1.081682 -5.679704 0.862455 -0.0219 -0.2097 -0.1937 0.481
H 1.713192 -4.929744 2.015995 0.1958 -0.0095 0.2127 0.478